[1]
Entry from OMol25: a 8-piece molecular cluster, C23H62O9 overall (the ωB97M-V functional and the def2-TZVPD basis).

Each line ends with the Mulliken charge.
Geometry (Å):
C -3.5002 -1.5635 -0.8962  0.237
C -5.0312 -1.7455 -0.5142  -1.154
O -5.7532 -2.5955 -1.4342  -0.524
O -3.0002 -0.5825 -0.0492  -0.548
H -3.4662 -0.9975 -1.9722  0.066
H -2.8972 -2.4735 -0.8022  0.114
H -5.4372 -0.8855 -0.3752  0.584
H -5.0502 -2.0645 0.4588  0.488
H -6.6582 -2.4155 -1.1212  0.319
H -2.1372 -0.4845 -0.3082  0.563
C 1.2288 1.8045 4.2248  -0.970
C 1.4288 1.4775 5.7038  0.725
C 2.6158 2.0655 6.4178  -1.526
O 0.2498 1.9885 6.3468  -0.558
H 1.3828 3.0065 3.9808  0.230
H 0.1648 1.7145 3.7908  0.249
H 2.0088 1.2705 3.7208  0.287
H 1.3578 0.4125 5.8618  0.078
H 2.5038 3.0635 6.5288  0.461
H 3.4618 1.9715 5.9058  0.458
H 2.6458 1.5175 7.3728  0.320
H -0.4742 1.6285 6.0218  0.262
C 0.3348 1.0465 -1.3732  -1.048
C 0.8908 -0.2315 -0.6882  1.112
C 1.2548 -0.0715 0.7178  -1.574
O -0.3532 -0.9285 -0.6672  -0.613
H 0.9468 1.8905 -1.4652  0.155
H -0.5562 1.4795 -1.0632  0.252
H -0.0542 0.6625 -2.2392  0.176
H 1.7678 -0.6665 -1.2702  0.252
H 2.1228 0.7075 0.8498  0.327
H 1.7778 -1.0685 1.0538  0.063
H 0.4698 0.1765 1.2548  0.471
H -0.4772 -1.4685 -1.5412  0.266
C 2.2218 4.3635 -1.0502  -1.096
C 2.8708 5.7955 -1.5732  0.325
C 4.3498 5.8005 -1.5752  -1.278
O 2.3978 5.8525 -2.8422  -0.549
H 1.1378 4.1785 -1.2672  0.250
H 2.4448 4.2015 0.1648  0.185
H 2.6548 3.6845 -1.6022  0.409
H 2.4998 6.4815 -0.9412  0.405
H 4.7538 6.7295 -1.8642  0.388
H 4.8228 4.9795 -2.1702  0.298
H 4.8778 5.7315 -0.5532  0.296
H 1.6298 6.2405 -3.0172  0.305
C -1.3802 -0.2435 -5.7902  -1.096
C -0.2792 -1.4005 -5.8102  0.554
C 0.8208 -1.1185 -4.8322  -0.682
O -0.9792 -2.4485 -5.4522  -0.498
H -2.1622 -0.3935 -6.6332  0.342
H -1.0102 0.8145 -6.2862  0.277
H -1.7312 -0.1265 -4.8542  0.212
H 0.3168 -1.5985 -6.8682  0.211
H 0.4708 -0.7855 -3.8982  -0.282
H 1.5548 -0.4335 -5.2022  0.515
H 1.5718 -2.0115 -4.6782  0.225
H -1.5622 -2.8385 -6.1992  0.331
C -2.4152 4.0065 0.3188  -0.943
C -3.5202 3.0995 1.2158  0.092
C -4.5332 4.0455 1.9678  -1.342
O -4.2762 2.3815 0.2218  -0.610
H -1.7092 3.4145 -0.1892  0.038
H -1.9782 4.5965 1.0618  0.438
H -2.7302 4.4135 -0.6692  0.314
H -2.9372 2.5735 1.7218  0.644
H -4.6712 4.8175 1.1768  0.322
H -3.9512 4.4845 2.8078  0.302
H -5.3952 3.6635 2.2048  0.489
H -3.6002 1.5965 -0.1382  0.301
C 0.8688 -5.2465 4.1608  -1.380
C 2.0888 -4.4185 3.8518  0.124
C 1.7298 -2.9675 3.4608  -0.805
O 2.8328 -4.5085 5.0218  -0.542
H 0.2898 -5.1175 3.1918  0.254
H 0.2718 -4.7595 4.7728  0.483
H 1.2818 -6.2625 4.4128  0.308
H 2.5358 -4.9705 3.1348  0.518
H 2.5938 -2.3935 3.1098  0.351
H 1.4448 -2.2115 4.3708  0.161
H 1.1578 -3.0445 2.6668  0.198
H 3.6928 -4.5965 4.5898  0.343
C 0.8248 -4.9775 -3.2322  -1.509
C -0.0822 -4.2005 -2.1402  0.519
C 0.5908 -4.2155 -0.8462  -1.177
O -0.4472 -2.8705 -2.4962  -0.203
H 0.4598 -5.2425 -4.1902  0.369
H 0.8748 -5.8385 -2.6482  0.531
H 1.8398 -4.5495 -3.4052  0.310
H -1.0542 -4.6975 -2.0922  0.244
H 1.4878 -3.6845 -1.1502  0.316
H 0.9658 -5.0875 -0.4412  0.579
H -0.0652 -3.6315 -0.0062  0.034
H -0.5262 -2.6995 -3.4302  -0.119

Calculated values
ΔE to the lowest compared entry with this formula, charge and spin ... 293.3 kcal/mol
HOMO ... -9.2 eV
SMILES ... CC(C)O.CC(C)O.CC(C)O.CC(C)O.CC(C)O.CC(C)O.CC(C)O.OCCO
LUMO ... 0.4 eV
Charge ... 0

[2]
Entry from OMol25: C6H20BO2Rb2 as an isolated structure (the ωB97M-V functional and the def2-TZVPD basis).

Each line ends with the natural charge from an NBO analysis.
Geometry (Å):
Rb -2.9928 -0.2159 -1.3434  0.780
Rb -4.3172 -1.2059 3.5136  0.234
B -1.7847 -1.4660 1.4539  -0.827
H -2.0696 -0.4253 1.4625  -0.083
H -0.9921 -1.6704 2.1569  0.003
H -2.6575 -2.0915 1.5594  -0.038
H -1.4675 -1.7474 0.4617  -0.030
C 1.0759 -1.1441 -2.0313  -0.634
C 0.6386 0.1573 -2.7449  0.090
C 1.3157 0.5342 -4.0204  -0.629
O -0.6509 -0.1142 -3.0904  -0.747
H 0.4689 -1.5541 -1.2241  0.246
H 2.1418 -1.0315 -1.8329  0.210
H 1.0317 -1.9842 -2.7244  0.205
H 0.7219 0.9679 -2.0210  0.163
H 2.3725 0.7439 -3.8551  0.223
H 0.7564 1.3439 -4.4892  0.198
H 1.3268 -0.2804 -4.7446  0.214
H -0.9145 0.5275 -3.7541  0.463
C 0.1373 0.9676 3.5231  -0.649
C 0.4296 1.4192 2.0889  0.081
C 1.4118 0.5280 1.4303  -0.632
O -0.7116 1.4191 1.2633  -0.778
H 0.2424 -0.1146 3.5994  0.213
H -0.9356 1.0748 3.6828  0.211
H 0.5875 1.4571 4.3867  0.213
H 0.7611 2.4490 2.2215  0.172
H 2.4329 0.5873 1.8072  0.202
H 1.5807 0.8402 0.3997  0.201
H 1.2042 -0.5400 1.4953  0.225
H -1.1439 0.5685 1.3697  0.499

Calculated values
Multiplicity ... 2
HOMO (spin up / spin down) ... -3.0 / -9.6 eV
LUMO (spin up / spin down) ... -0.6 / -0.3 eV
Charge ... 0

Question: Look up the charge of the first one.
Answer: 0